The following is a DFT calculation (ωB97M-V with the def2-TZVPD basis set) of a cluster of 13 separate species, C13H52N26O13 in total.

- relative energy (zero: lowest compared OMol25 entry of this formula, charge and spin) (kJ/mol) = 342.94
- DFT total energy (Eh) = -2928.841859
- HOMO level (eV) = -8.288
- lowest unoccupied orbital energy (eV) = -0.418
- molecular weight (g mol⁻¹) = 780.73

ORCA input file:
```
! wB97M-V def2-TZVPD RIJCOSX def2/J DEFGRID3
* xyz 0 1
C 0.633 8.955 19.875
O 0.892 9.324 21.017
N -0.106 7.926 19.444
N 1.046 9.706 18.808
H -0.544 7.390 20.176
H -0.189 7.798 18.451
H 1.151 9.201 17.938
H 1.707 10.432 19.033
C -2.058 11.358 19.473
O -1.737 11.176 20.639
N -1.314 11.286 18.335
N -3.245 11.979 19.155
H -0.381 10.871 18.448
H -1.797 11.106 17.471
H -3.547 12.282 18.245
H -3.958 11.920 19.866
C 4.601 11.283 14.924
O 5.270 10.691 14.086
N 3.264 11.171 15.002
N 5.230 11.834 16.009
H 2.790 10.708 14.248
H 2.788 11.681 15.737
H 4.607 12.433 16.529
H 6.220 11.896 16.141
C 0.972 13.653 17.074
O 1.577 12.949 16.259
N 1.324 13.986 18.352
N -0.178 14.216 16.694
H 2.026 13.318 18.652
H 0.454 13.918 18.865
H -0.486 14.078 15.736
H -0.758 14.774 17.295
C -4.449 11.141 15.326
O -3.378 11.194 15.973
N -4.553 11.193 13.989
N -5.700 11.269 15.825
H -3.761 11.553 13.474
H -5.424 10.904 13.581
H -5.857 11.238 16.820
H -6.396 11.718 15.263
C 3.832 7.368 14.577
O 4.849 7.094 13.928
N 2.629 7.577 14.078
N 3.949 7.675 15.894
H 1.803 7.767 14.630
H 2.488 7.559 13.082
H 3.160 8.155 16.295
H 4.829 7.586 16.364
C -4.523 8.459 11.617
O -5.639 8.921 11.801
N -3.404 8.677 12.315
N -4.288 7.520 10.637
H -2.657 8.081 11.968
H -3.332 9.323 13.078
H -5.024 7.313 9.987
H -3.419 7.012 10.621
C -1.609 5.854 12.117
O -1.286 6.932 11.581
N -2.138 4.857 11.404
N -1.615 5.669 13.450
H -2.130 4.861 10.401
H -2.559 4.177 12.013
H -2.074 4.837 13.771
H -1.308 6.439 14.017
C -4.203 7.721 17.117
O -3.587 6.869 16.455
N -3.650 8.419 18.130
N -5.494 8.011 16.926
H -4.199 9.100 18.622
H -2.804 8.045 18.527
H -6.063 7.368 16.386
H -5.909 8.719 17.501
C -0.433 9.036 15.639
O 0.435 8.172 15.929
N -0.184 10.335 15.768
N -1.714 8.792 15.375
H -0.845 10.933 15.291
H 0.677 10.828 15.954
H -2.097 7.858 15.389
H -2.431 9.489 15.538
C -1.479 13.315 13.074
O -1.179 13.567 14.227
N -0.567 12.876 12.189
N -2.708 13.531 12.522
H -0.862 12.572 11.276
H 0.351 12.562 12.457
H -2.963 13.347 11.569
H -3.307 14.100 13.098
C -6.274 5.629 14.429
O -6.581 5.590 15.617
N -5.082 6.078 13.965
N -7.119 5.245 13.446
H -4.508 6.258 14.787
H -5.078 6.719 13.186
H -8.063 5.060 13.739
H -6.799 5.303 12.496
C 0.901 3.849 15.133
O 2.021 3.823 14.647
N 0.340 4.996 15.544
N 0.065 2.783 15.288
H 0.726 5.925 15.570
H -0.640 4.956 15.769
H 0.556 1.967 14.948
H -0.930 2.739 15.387
*
```

These are the Mulliken partial charges, in e, on atoms 1 to 6:
1 C 0.604
2 O -0.672
3 N -0.255
4 N -0.299
5 H 0.225
6 H 0.093


The following is a DFT calculation (ωB97M-V with the def2-TZVPD basis set) of a structure of composition C13H5Cl4NO2PtSSbSe4.

- relative energy (zero: lowest compared OMol25 entry of this formula, charge and spin) (kJ/mol) = 0.00
- DFT total energy (Eh) = -12907.565850
- HOMO level (spin up / spin down) (eV) = -10.662 / -10.562
- lowest unoccupied orbital energy (spin up / spin down) (eV) = -5.772 / -5.774
- molecular weight (g mol⁻¹) = 1013.75

ORCA input file:
```
! wB97M-V def2-TZVPD RIJCOSX def2/J DEFGRID3
* xyz 1 1
Pt -0.462 -1.294 -0.037
Cl -1.249 0.579 6.675
C -0.534 0.396 5.155
C 0.939 0.590 5.058
Cl 1.779 1.000 6.475
C 1.597 0.451 3.892
Cl 3.273 0.657 3.722
C 0.848 0.112 2.677
O 1.328 0.002 1.581
C -0.675 -0.089 2.797
O -1.301 -0.364 1.783
C -1.302 0.077 4.085
Cl -2.988 -0.160 4.175
S -2.234 2.500 -1.818
C -1.993 1.176 -0.780
N -0.897 0.499 -0.978
C -0.145 1.019 -2.030
C 1.079 0.538 -2.493
C 1.670 1.194 -3.549
C 1.068 2.315 -4.140
C -0.136 2.802 -3.683
C -0.739 2.138 -2.615
H -2.704 0.912 -0.011
H 1.539 -0.323 -2.028
H 2.619 0.841 -3.930
H 1.559 2.806 -4.969
H -0.599 3.668 -4.136
Se -2.133 -4.136 -3.379
Sb -0.264 -5.486 -2.715
Se -0.521 -7.263 -1.243
Se 1.652 -3.950 -2.535
Se -0.073 -3.207 -1.005
*
```

These are the Mulliken partial charges, in e, on atoms 1 to 6:
1 Pt 0.757
2 Cl -0.098
3 C 0.582
4 C 0.320
5 Cl -0.113
6 C 0.021


The following is a DFT calculation (ωB97M-V with the def2-TZVPD basis set) of a cluster of 17 separate species, C13H65O19PSi2 in total.

- DFT total energy (Eh) = -2884.305585
- HOMO level (eV) = -7.919
- lowest unoccupied orbital energy (eV) = -0.241
- molecular weight (g mol⁻¹) = 612.79

ORCA input file:
```
! wB97M-V def2-TZVPD RIJCOSX def2/J DEFGRID3
* xyz 0 1
C 2.887 -2.402 2.382
Si 2.815 -3.717 1.021
C 3.566 -5.284 1.727
C 3.920 -3.166 -0.400
O 1.223 -3.981 0.554
C 0.744 -2.899 -0.253
C -0.758 -2.813 -0.198
P -1.358 -1.355 -1.174
C -2.868 -0.743 -0.311
C -3.816 -1.829 0.202
C -4.360 -1.392 1.546
O -4.819 -0.045 1.464
C -0.180 0.031 -0.867
C 1.132 -0.076 -1.638
O 2.235 0.002 -0.697
Si 2.802 1.554 -0.417
C 1.510 2.891 -0.669
C 4.324 1.814 -1.499
C 3.278 1.607 1.398
H 3.494 -1.567 2.055
H 3.269 -2.810 3.307
H 1.889 -1.998 2.533
H 4.613 -5.057 1.878
H 3.112 -5.555 2.672
H 3.510 -6.083 0.997
H 4.618 -2.419 -0.041
H 3.399 -2.714 -1.239
H 4.507 -3.990 -0.792
H 1.146 -1.962 0.129
H 1.041 -3.052 -1.288
H -1.116 -2.721 0.825
H -1.199 -3.702 -0.627
H -3.409 -0.091 -0.985
H -2.551 -0.120 0.520
H -4.647 -1.949 -0.477
H -3.335 -2.789 0.365
H -5.187 -2.029 1.862
H -3.573 -1.446 2.298
H -5.683 0.032 1.893
H -0.721 0.905 -1.217
H -0.009 0.176 0.197
H 1.251 0.696 -2.395
H 1.234 -1.036 -2.121
H 1.932 3.797 -0.247
H 0.581 2.717 -0.145
H 1.364 3.080 -1.728
H 4.429 0.935 -2.128
H 4.169 2.665 -2.152
H 5.223 1.899 -0.903
H 4.033 0.862 1.629
H 2.429 1.373 2.032
H 3.662 2.583 1.679
O -0.333 5.409 -0.095
H -0.136 5.817 -0.945
H -0.972 4.719 -0.307
O 3.918 4.989 -2.964
H 3.816 5.851 -2.545
H 4.589 5.131 -3.642
O -2.479 -1.023 -4.708
H -2.287 -1.080 -3.762
H -2.118 -0.160 -4.950
O 1.728 2.594 -4.176
H 2.381 3.286 -3.998
H 2.091 2.107 -4.925
O -1.146 1.398 -5.977
H -0.586 2.157 -5.775
H -0.806 1.043 -6.805
O -0.305 6.081 3.096
H 0.342 6.779 3.267
H 0.039 5.625 2.317
O 6.087 -6.789 2.788
H 6.841 -7.387 2.750
H 5.609 -7.053 3.582
O -7.636 -0.363 3.479
H -7.221 0.174 4.165
H -7.500 -1.272 3.769
O -5.475 -2.926 -2.471
H -5.387 -2.505 -3.336
H -6.380 -2.730 -2.200
O -1.588 -3.673 -6.369
H -1.731 -2.827 -5.924
H -0.983 -3.468 -7.089
O -2.923 5.100 4.312
H -3.038 5.956 4.738
H -2.247 5.265 3.641
O 1.882 6.905 4.726
H 2.731 6.454 4.653
H 1.486 6.536 5.525
O 0.161 3.619 5.450
H 0.274 4.052 4.596
H -0.751 3.823 5.690
O -4.921 3.015 5.441
H -5.283 3.343 6.270
H -4.338 3.722 5.131
O 2.070 -2.468 -4.055
H 2.466 -1.976 -3.326
H 2.169 -3.391 -3.797
O -6.297 -5.735 -2.029
H -5.523 -6.144 -1.630
H -6.044 -4.808 -2.146
*
```

These are the Mulliken partial charges, in e, on atoms 1 to 6:
1 C -0.914
2 Si 0.873
3 C -1.251
4 C -0.855
5 O -0.582
6 C -0.211


Max |F| list, top to bottom, in eV Å⁻¹: 4.1 2.2 1.6